[1]
Formula: C4HAgLiO2
Source: the Open Molecules 2025 dataset
Level of theory: wB97M-V/def2-TZVPD

Its expectation value of S² is 2.026. Its spin multiplicity is 3. The HOMO-LUMO gap (alpha / beta) comes out at 7.60 / 7.29 eV. The calculation puts the lowest unoccupied orbital energy (alpha / beta) at -4.6782 / -5.9374 eV. For the total energy, the calculation gives -12451.9532 eV. As for the total charge: +1. As for the maximum force: 4.874 eV/Å.

Positions of all 9 atoms, in Å:
C  1.26748  0.23304  0.00302
C  2.51094  0.56929  -0.06738
O  3.61747  0.97016  -0.17764
O  -1.68023  0.18275  -0.09453
C  -0.91971  -0.95964  -0.14029
C  0.41358  -0.89881  -0.01208
H  -1.37081  -1.90304  0.23455
Ag  -0.37071  1.64242  0.04434
Li  -3.46802  0.16383  0.21002

=====

[2]
Formula: C4H14N2O
Source: the Open Molecules 2025 dataset
Level of theory: wB97M-V/def2-TZVPD

Its expectation value of S² is 0.756. Its spin multiplicity is 2. The HOMO-LUMO gap (alpha / beta) comes out at 9.37 / 4.04 eV. The calculation puts the lowest unoccupied orbital energy (alpha / beta) at -3.5021 / -8.6208 eV. For the total energy, the calculation gives -9392.8869 eV. As for the total charge: +1. As for the maximum force: 3.935 eV/Å.

Positions of all 21 atoms, in Å:
C  -0.98438  -1.26848  1.29347
C  0.20742  -0.36510  0.62064
C  -0.03588  -0.27227  -0.89522
C  1.34495  0.22959  -1.43261
N  1.45083  0.05739  -2.90382
N  -2.17519  -0.51148  1.41474
H  -1.02842  -2.06814  0.53594
H  -0.64738  -1.64521  2.27257
H  0.15852  0.60600  1.11041
H  1.18067  -0.79118  0.85388
H  -0.84414  0.45824  -1.15297
H  -0.27228  -1.28721  -1.20824
H  1.33684  1.39451  -1.31446
H  2.27280  -0.17490  -1.04201
H  0.51228  0.02654  -3.30611
H  1.82289  -0.88688  -3.03305
H  -2.45357  0.04539  0.59728
H  -2.84781  -0.64898  2.15579
H  0.05386  2.18442  2.52421
H  0.69400  2.15029  1.15746
O  0.25397  2.76746  1.75210

=====

[3]
Formula: C34H42Cl4HoN3OSi2
Source: the Open Molecules 2025 dataset
Level of theory: wB97M-V/def2-TZVPD

Its expectation value of S² is 6.004. Its spin multiplicity is 5. The HOMO-LUMO gap (alpha / beta) comes out at 5.53 / 5.54 eV. The calculation puts the lowest unoccupied orbital energy (alpha / beta) at 4.0203 / 4.0204 eV. For the total energy, the calculation gives -134107.7286 eV. As for the total charge: -2. As for the maximum force: 1.711 eV/Å.

Positions of all 87 atoms, in Å:
Ho  0.11040  0.11831  -0.31563
Cl  2.97750  2.75841  -6.83313
C  2.26510  2.61391  -5.25963
C  2.70740  1.61781  -4.40213
C  2.10430  1.49071  -3.17143
Cl  2.64420  0.32841  -2.01333
C  1.00940  2.29711  -2.74003
O  0.41450  2.10781  -1.63553
C  0.67680  3.33781  -3.64983
Cl  -0.55210  4.44291  -3.15433
C  1.27130  3.50041  -4.88143
H  3.50810  0.95651  -4.68923
H  0.96750  4.30741  -5.53123
C  0.16090  1.97751  3.05347
N  -0.53210  2.01721  1.77247
C  -0.49410  3.38311  1.26897
C  -1.92140  1.59531  1.98427
C  -2.75250  1.56221  0.71887
C  -4.02290  2.12321  0.77077
C  -4.85820  2.09001  -0.33143
C  -4.39820  1.49461  -1.49183
C  -3.12020  0.95171  -1.52973
C  -2.22920  0.93941  -0.43823
H  -0.31750  2.65211  3.78867
H  1.19520  2.28431  2.92067
H  0.15590  0.96281  3.44887
H  -0.96000  4.08751  1.98257
H  -1.01700  3.44611  0.31587
H  0.54230  3.67681  1.11687
H  -2.40580  2.26391  2.72667
H  -1.88140  0.58911  2.41467
H  -4.36860  2.59271  1.68697
H  -5.85230  2.52271  -0.27873
H  -5.04090  1.45151  -2.36643
H  -2.80600  0.49571  -2.46533
C  5.07050  0.48391  0.66387
Si  3.39490  1.32141  1.17917
C  3.18690  2.76891  -0.06843
C  3.83600  2.32621  2.79017
N  2.09350  0.22331  1.23507
C  1.94200  -0.63329  2.32107
C  2.93750  -0.77469  3.28907
C  2.77550  -1.49369  4.46387
C  1.57430  -2.12699  4.69577
C  0.59710  -2.08549  3.71507
C  0.73830  -1.40129  2.50547
N  -0.23100  -1.45889  1.52277
Si  -1.62090  -2.43599  1.62517
C  -1.36840  -4.33969  1.85507
C  -2.98790  -2.01819  2.94877
C  -2.58930  -2.34919  -0.00963
H  5.83550  1.20231  0.37777
H  4.90710  -0.17679  -0.18373
H  5.47300  -0.12549  1.46897
H  3.39280  3.72601  0.40727
H  2.18050  2.81701  -0.46683
H  3.87570  2.67461  -0.90443
H  4.91240  2.40651  2.93317
H  3.42980  1.84621  3.67467
H  3.44100  3.34111  2.76347
H  3.88610  -0.28979  3.12197
H  3.58330  -1.53909  5.18827
H  1.39640  -2.66519  5.62227
H  -0.33020  -2.61129  3.88617
H  -0.91770  -4.59189  2.80957
H  -0.71920  -4.72039  1.07347
H  -2.30840  -4.88019  1.77607
H  -2.59980  -2.00569  3.96347
H  -3.79660  -2.74359  2.91387
H  -3.42950  -1.04439  2.75767
H  -1.93940  -2.49179  -0.86723
H  -3.10000  -1.40039  -0.12873
H  -3.34070  -3.13239  -0.03163
Cl  -3.09910  -5.93639  -4.75733
C  -2.18320  -4.59129  -4.11373
C  -2.65210  -3.29839  -4.28393
C  -1.91170  -2.24439  -3.81013
C  -0.68290  -2.42599  -3.13193
C  0.08690  -1.33399  -2.62683
C  -0.24540  -3.76599  -3.00003
C  -0.97430  -4.82689  -3.47823
H  -3.58940  -3.13059  -4.79823
H  -2.27030  -1.23449  -3.96263
H  -0.07480  -0.42399  -3.22293
H  1.14250  -1.62219  -2.61473
H  0.69880  -3.96619  -2.50933
H  -0.60650  -5.83789  -3.36993

=====

[4]
Formula: C4H12NOS
Source: the Open Molecules 2025 dataset
Level of theory: wB97M-V/def2-TZVPD

The HOMO-LUMO gap comes out at 6.31 eV. The calculation puts the lowest unoccupied orbital energy at 3.5302 eV. For the total energy, the calculation gives -18716.0245 eV. As for the total charge: -1. As for the maximum force: 2.072 eV/Å.

Positions of all 19 atoms, in Å:
C  2.42714  0.52645  -0.48467
N  1.34440  0.87445  0.38134
C  0.08117  0.18707  0.12991
C  -1.04917  1.05724  0.76612
S  -2.60473  0.41784  1.51263
C  -0.30308  -0.32349  -1.26607
H  2.50929  -0.56460  -0.44597
H  3.37985  0.97484  -0.18792
H  2.39254  0.73074  -1.57934
H  1.16716  1.86880  0.45212
H  0.03567  -0.72090  0.74106
H  -1.29128  1.87081  0.07167
H  -0.56427  1.59793  1.58296
H  -1.28143  -0.79763  -1.10582
H  -0.51661  0.48290  -1.97392
H  0.38903  -1.06417  -1.66877
H  -1.79424  -2.51570  0.35904
H  -2.16822  -1.82626  1.49860
O  -2.15322  -2.77631  1.21704

=====

It is found that the relative energy (zero: lowest compared OMol25 entry of this formula, charge and spin) values, taken in the order of the records, are 0.0; 162.4; 0.0; 70.4 kJ/mol.